1.
# C4H14N2O

A 2-piece molecular cluster, C4H14N2O overall (wB97M-V/def2-TZVPD, OMol25).

Output
- F_max: 1.11 eV Å⁻¹
- Spin multiplicity: 1
- E_LUMO: 0.56 eV
- Gap between HOMO and LUMO: 0.3261 Ha
- Molecular weight: 106.2 g mol⁻¹
- SMILES string: CCNCCN.O
- E_tot: -345.5164 a.u.

```
21
Properties=species:S:1:pos:R:3:lowdin_charge:R:1
C -0.189 2.878 2.160 -0.096
C 0.391 1.593 1.599 -0.294
N -0.242 1.336 0.301 -0.085
C -0.143 0.137 -0.488 -0.251
C 0.920 -0.820 0.008 -0.301
N 2.291 -0.374 -0.213 0.000
H -0.167 3.609 1.350 0.078
H -1.210 2.741 2.461 0.064
H 0.303 3.205 3.072 0.073
H 1.472 1.686 1.498 0.094
H 0.237 0.741 2.244 0.098
H -1.055 1.921 0.171 0.100
H -1.091 -0.395 -0.595 0.102
H 0.180 0.364 -1.512 0.104
H 0.783 -1.769 -0.510 0.105
H 0.761 -1.085 1.057 0.099
H 2.474 -0.452 -1.214 0.067
H 2.370 0.618 -0.023 0.045
O -2.614 -4.153 -2.894 -0.067
H -1.733 -4.144 -3.308 0.040
H -2.485 -3.633 -2.092 0.026
```

2.
# C64H65FN8O7S2

A 9-piece molecular cluster, C64H65FN8O7S2 overall (wB97M-V/def2-TZVPD, OMol25).

Output
- F_max: 4.47 eV Å⁻¹
- Spin multiplicity: 1
- E_LUMO: -1.06 eV
- Gap between HOMO and LUMO: 0.2705 Ha
- Molecular weight: 1141.4 g mol⁻¹
- SMILES string: CC[C@H](C)c1c(Cc2ccccc2)cc2c(c1S(=O)(=O)F)C(=O)C=C(CCCS(=O)(=O)O)C2=O.c1ccncc1.c1ccncc1.c1ccncc1.c1ccncc1.c1ccncc1.c1ccncc1.c1ccncc1.c1ccncc1
- E_tot: -4338.5226 a.u.

```
147
Properties=species:S:1:pos:R:3:lowdin_charge:R:1
C 0.143 -6.462 -0.876 -0.089
C -0.390 -6.065 -2.345 -0.184
C -0.862 -4.556 -2.277 -0.307
C -2.115 -4.228 -3.228 -0.054
C 0.282 -3.511 -2.378 -0.050
C 0.517 -2.538 -1.292 -0.071
C -0.356 -2.456 0.009 -0.113
C -1.404 -1.305 -0.106 -0.187
C -2.752 -1.429 -0.642 -0.027
C -3.603 -0.226 -0.678 -0.064
C -3.136 1.096 -0.206 -0.078
C -1.785 1.208 0.341 -0.075
C -0.956 0.019 0.358 -0.055
C 1.598 -1.533 -1.355 0.081
C 2.500 -1.501 -2.486 -0.034
C 2.310 -2.486 -3.570 -0.027
C 1.209 -3.472 -3.549 -0.106
S 1.092 -4.563 -4.983 0.746
O 2.160 -5.544 -4.858 -0.271
O -0.185 -5.211 -5.172 -0.265
F 1.396 -3.749 -6.390 -0.180
C 3.374 -2.391 -4.718 -0.321
O 3.891 -3.332 -5.258 0.079
C 3.791 -0.929 -5.093 0.082
C 3.958 -0.003 -4.084 -0.089
C 4.421 1.478 -4.388 -0.128
C 5.973 1.688 -4.314 -0.187
C 6.605 1.393 -2.907 -0.234
S 6.116 2.576 -1.608 0.650
O 4.691 2.888 -1.585 -0.311
O 6.863 3.806 -1.828 -0.305
O 6.491 1.967 -0.111 -0.169
C 3.666 -0.456 -2.608 -0.247
O 4.247 -0.024 -1.643 0.091
H -0.382 -7.352 -0.451 0.069
H 0.132 -5.600 -0.165 0.056
H 1.228 -6.761 -0.976 0.075
H 0.470 -6.253 -3.027 0.079
H -1.227 -6.781 -2.562 0.117
H -1.292 -4.443 -1.241 0.100
H -3.015 -3.944 -2.619 0.064
H -1.859 -3.487 -4.022 0.079
H -2.405 -5.186 -3.747 0.076
H 0.360 -2.136 0.823 0.093
H -0.773 -3.435 0.343 0.104
H -3.115 -2.418 -1.014 0.085
H -4.647 -0.257 -1.083 0.083
H -3.746 2.030 -0.238 0.071
H -1.340 2.147 0.751 0.085
H 0.077 0.109 0.784 0.084
H 1.736 -0.803 -0.527 0.124
H 3.969 -0.717 -6.172 0.131
H 3.823 2.193 -3.771 0.118
H 4.122 1.681 -5.460 0.112
H 6.544 1.066 -5.059 0.129
H 6.204 2.761 -4.561 0.126
H 7.723 1.500 -3.022 0.118
H 6.459 0.319 -2.597 0.103
H 6.046 1.089 -0.092 0.078
C 2.918 2.621 -10.341 -0.083
C 2.647 1.603 -9.441 -0.076
C 2.184 1.947 -8.179 -0.164
N 1.988 3.209 -7.781 0.053
C 2.258 4.174 -8.666 -0.155
C 2.721 3.935 -9.950 -0.076
H 3.280 2.392 -11.336 0.106
H 2.790 0.565 -9.711 0.101
H 1.955 1.193 -7.433 0.096
H 2.091 5.186 -8.313 0.103
H 2.921 4.756 -10.626 0.101
C 1.696 2.521 5.183 -0.078
C 1.189 1.231 5.168 -0.071
C 0.472 0.822 4.055 -0.169
N 0.236 1.601 2.994 0.066
C 0.733 2.842 3.033 -0.146
C 1.466 3.347 4.094 -0.072
H 2.263 2.879 6.034 0.105
H 1.347 0.558 6.000 0.106
H 0.058 -0.180 3.995 0.102
H 0.524 3.452 2.159 0.102
H 1.846 4.360 4.070 0.102
C 6.432 -4.446 -1.971 -0.077
C 7.680 -4.062 -1.506 -0.082
C 8.560 -3.472 -2.400 -0.164
N 8.276 -3.253 -3.689 0.051
C 7.066 -3.634 -4.115 -0.150
C 6.113 -4.228 -3.303 -0.069
H 5.714 -4.909 -1.304 0.105
H 7.965 -4.216 -0.473 0.097
H 9.547 -3.151 -2.083 0.099
H 6.864 -3.446 -5.164 0.104
H 5.149 -4.514 -3.701 0.090
C 3.270 -4.925 4.033 -0.080
C 1.940 -4.566 4.183 -0.071
C 1.489 -3.434 3.522 -0.156
N 2.263 -2.663 2.750 0.054
C 3.543 -3.029 2.623 -0.152
C 4.093 -4.143 3.237 -0.075
H 3.662 -5.803 4.532 0.106
H 1.268 -5.151 4.797 0.103
H 0.455 -3.115 3.606 0.103
H 4.148 -2.385 1.993 0.101
H 5.136 -4.392 3.096 0.100
C -7.030 4.207 -3.145 -0.081
C -7.711 3.024 -2.910 -0.099
C -6.976 1.855 -2.779 -0.173
N -5.642 1.807 -2.871 0.068
C -5.007 2.960 -3.101 -0.149
C -5.648 4.180 -3.243 -0.067
H -7.569 5.141 -3.252 0.106
H -8.791 3.008 -2.829 0.103
H -7.467 0.906 -2.591 0.106
H -3.926 2.887 -3.172 0.106
H -5.082 5.083 -3.425 0.103
C -3.336 1.400 8.071 -0.079
C -3.520 0.080 8.454 -0.077
C -3.084 -0.918 7.597 -0.163
N -2.498 -0.684 6.418 0.054
C -2.333 0.598 6.069 -0.157
C -2.730 1.669 6.855 -0.065
H -3.662 2.211 8.713 0.066
H -3.990 -0.169 9.397 0.097
H -3.203 -1.966 7.854 0.099
H -1.859 0.757 5.108 0.079
H -2.569 2.686 6.523 0.101
C -5.413 6.414 10.837 -0.079
C -5.598 5.096 11.220 -0.072
C -5.163 4.097 10.363 -0.150
N -4.578 4.331 9.184 0.047
C -4.412 5.611 8.835 -0.145
C -4.807 6.682 9.620 -0.071
H -5.738 7.224 11.480 0.106
H -6.069 4.847 12.162 0.102
H -5.284 3.050 10.621 0.103
H -3.936 5.771 7.873 0.105
H -4.645 7.699 9.288 0.103
C -7.665 1.749 2.791 -0.082
C -6.410 2.125 3.245 -0.071
C -5.542 2.725 2.347 -0.151
N -5.844 2.961 1.066 0.059
C -7.056 2.591 0.651 -0.145
C -7.999 1.985 1.467 -0.068
H -8.373 1.277 3.461 0.104
H -6.112 1.955 4.272 0.100
H -4.549 3.037 2.654 0.103
H -7.263 2.795 -0.392 0.074
H -8.969 1.705 1.075 0.100
```

3.
# C9H14N2O

One molecule with the formula C9H14N2O (wB97M-V/def2-TZVPD, OMol25).

Output
- F_max: 4.90 eV Å⁻¹
- Spin multiplicity: 1
- E_LUMO: 0.73 eV
- Gap between HOMO and LUMO: 0.3295 Ha
- Molecular weight: 166.2 g mol⁻¹
- SMILES string: C=C[C@](O)(c1cnc[nH]1)C(C)C
- E_tot: -536.0102 a.u.

```
26
Properties=species:S:1:pos:R:3:lowdin_charge:R:1
C -0.139 -2.818 -0.636 0.036
C 0.421 -1.590 -0.907 -0.054
C 0.272 -0.372 0.236 -0.447
O 0.523 -0.767 1.559 0.006
C -1.243 -0.191 0.152 -0.198
C -2.310 -0.344 1.009 -0.106
N -3.408 0.179 0.452 0.050
C -3.059 0.609 -0.736 -0.220
N -1.755 0.443 -1.013 0.124
C 1.145 0.841 -0.107 -0.336
C 0.741 2.143 0.786 -0.025
C 2.616 0.446 -0.030 -0.080
H -0.115 -3.624 -1.297 0.029
H -0.660 -2.779 0.326 0.070
H 1.126 -1.338 -1.774 0.109
H 1.427 -1.030 1.722 0.089
H -2.351 -0.750 1.975 0.099
H -3.799 1.029 -1.383 0.110
H -1.466 0.434 -1.976 0.151
H 0.970 1.202 -1.223 0.162
H -0.247 2.345 0.643 0.018
H 0.823 1.820 1.848 0.085
H 1.441 3.016 0.551 0.097
H 2.915 -0.081 -0.932 0.066
H 2.991 -0.209 0.812 0.100
H 3.141 1.385 -0.058 0.068
```

4.
# C4H15N3S

A 2-piece molecular cluster, C4H15N3S overall (wB97M-V/def2-TZVPD, OMol25).

Output
- F_max: 5.85 eV Å⁻¹
- Spin multiplicity: 1
- E_LUMO: -7.01 eV
- Gap between HOMO and LUMO: 0.3584 Ha
- Net charge: +2
- Molecular weight: 137.3 g mol⁻¹
- E_tot: -723.1466 a.u.

```
23
Properties=species:S:1:pos:R:3:lowdin_charge:R:1
C -1.447 -0.401 1.217 0.013
C 0.670 1.569 -0.162 -0.157
C 0.822 0.089 -0.612 -0.425
C -1.077 -0.783 -0.199 -0.463
N -1.917 -0.486 -1.264 0.130
N 1.989 2.158 0.345 0.183
N -0.537 -2.126 -0.324 0.156
S 2.096 -0.815 0.391 0.869
H -0.475 -0.240 1.790 0.102
H -1.938 0.630 1.198 0.137
H -2.037 -1.165 1.471 0.053
H 0.358 2.071 -0.990 0.098
H -0.057 1.479 0.704 0.123
H 0.875 -0.084 -1.672 0.081
H -1.580 -0.422 -2.235 0.136
H -2.733 0.085 -1.213 0.118
H 2.628 2.347 -0.434 0.182
H 2.372 1.379 0.909 0.084
H 1.981 3.018 0.876 0.175
H 0.537 -2.153 -0.370 0.090
H -1.110 -2.872 0.314 0.261
H -0.912 -2.385 -1.271 0.180
H 1.492 -0.892 1.532 -0.126
```

Repeat the fourth record exactly.
# C4H15N3S

A 2-piece molecular cluster, C4H15N3S overall (wB97M-V/def2-TZVPD, OMol25).

Output
- F_max: 5.85 eV Å⁻¹
- Spin multiplicity: 1
- E_LUMO: -7.01 eV
- Gap between HOMO and LUMO: 0.3584 Ha
- Net charge: +2
- Molecular weight: 137.3 g mol⁻¹
- E_tot: -723.1466 a.u.

```
23
Properties=species:S:1:pos:R:3:lowdin_charge:R:1
C -1.447 -0.401 1.217 0.013
C 0.670 1.569 -0.162 -0.157
C 0.822 0.089 -0.612 -0.425
C -1.077 -0.783 -0.199 -0.463
N -1.917 -0.486 -1.264 0.130
N 1.989 2.158 0.345 0.183
N -0.537 -2.126 -0.324 0.156
S 2.096 -0.815 0.391 0.869
H -0.475 -0.240 1.790 0.102
H -1.938 0.630 1.198 0.137
H -2.037 -1.165 1.471 0.053
H 0.358 2.071 -0.990 0.098
H -0.057 1.479 0.704 0.123
H 0.875 -0.084 -1.672 0.081
H -1.580 -0.422 -2.235 0.136
H -2.733 0.085 -1.213 0.118
H 2.628 2.347 -0.434 0.182
H 2.372 1.379 0.909 0.084
H 1.981 3.018 0.876 0.175
H 0.537 -2.153 -0.370 0.090
H -1.110 -2.872 0.314 0.261
H -0.912 -2.385 -1.271 0.180
H 1.492 -0.892 1.532 -0.126
```

Question: Number 1 is which compound?
Answer: C4H14N2O

Question: Which formula does entry 4 have?
Answer: C4H15N3S